1.
Here is an isolated molecule of C21H17Br2N3 in a non-equilibrium geometry from the Open Molecules 2025 dataset. Energies are from ωB97M-V with the def2-TZVPD basis set.

Its total energy is -6122.6740 Ha. The calculation puts the molecular weight at 471.20 g mol⁻¹. As for the HOMO-LUMO gap: 8.22 eV. Its strongest force on any atom is 6.5 eV Å⁻¹. The HOMO energy is -8.33 eV. Its spin multiplicity is 1.

Cartesian coordinates (Å):
N 0.8398 1.6529 4.6038
C 1.2906 1.2888 3.4573
N 0.3083 1.2720 2.5950
C 0.4957 0.7695 1.3456
C 1.7788 0.3660 1.0213
C 2.8047 0.2928 2.0390
C 4.0626 -0.2155 1.6234
C 5.1263 0.6460 1.3942
C 6.2824 0.0389 0.7336
C 6.4163 -1.3213 0.6445
Br 7.8141 -2.3208 -0.2361
C 5.3823 -2.1307 0.9783
C 4.1356 -1.5525 1.3505
N 2.4808 0.8381 3.2548
C 1.9599 -0.0368 -0.4415
C 0.9277 0.5613 -1.4806
C -0.5565 0.4152 -0.9635
C -0.6843 0.9260 0.4216
C -1.9124 1.2888 0.8816
C -3.2624 1.3812 0.1187
C -3.5973 0.3747 -0.7038
C -4.7530 0.3887 -1.4538
C -5.6258 1.5145 -1.3421
Br -7.1662 1.5222 -2.4309
C -5.3234 2.6067 -0.4540
C -4.1450 2.4842 0.3488
H 1.5299 2.1519 5.2105
H -0.0326 2.0931 4.4427
H 5.2202 1.7613 1.5635
H 7.1560 0.5954 0.4060
H 5.4282 -3.1794 0.7705
H 3.3624 -2.3078 1.4509
H 2.8553 0.4532 -0.7864
H 2.0596 -1.1355 -0.5510
H 1.1694 1.6160 -1.7871
H 1.0028 -0.0959 -2.3844
H -0.8395 -0.6372 -0.9999
H -1.3052 0.9724 -1.5752
H -1.9888 1.7547 1.8602
H -3.0375 -0.5582 -0.7582
H -4.9907 -0.5496 -2.0271
H -6.0881 3.4283 -0.4331
H -3.8265 3.3410 1.0469

Cartesian forces, eV/Å:
N 1.3 2.5 5.8
C -0.7 -1.9 -3.8
N -1.7 -0.6 -3.2
C -0.2 2.4 2.5
C 0.1 -1.3 -1.1
C -5.5 3.0 0.3
C 0.9 0.8 0.6
C 3.1 -0.5 -1.8
C -0.2 1.4 1.4
C 0.2 -0.6 -0.8
Br 0.2 0.9 0.3
C -2.8 0.3 0.2
C 2.5 -2.4 -0.3
N 4.3 -1.9 -1.3
C 0.0 0.6 -0.5
C -0.9 -1.1 0.2
C 1.0 0.7 -1.1
C -1.3 -0.9 0.8
C -0.6 1.3 -0.3
C 2.1 2.0 2.5
C -0.8 -2.0 -1.3
C -1.7 0.3 -0.1
C 1.7 -0.3 0.6
Br -0.1 0.2 0.1
C 0.0 -1.4 -0.3
C 0.0 0.9 -0.8
H -1.1 -0.8 -0.5
H -0.8 0.6 0.6
H -0.8 -1.6 -0.1
H -0.4 0.5 0.1
H 0.0 -0.4 0.2
H -0.5 0.7 0.3
H 1.0 -0.4 0.0
H -0.1 0.6 -0.1
H -0.2 -1.0 0.6
H 0.1 0.8 0.5
H 0.1 -0.1 -0.1
H 0.8 -0.5 0.1
H 0.2 -0.4 0.1
H 0.3 0.5 0.1
H -0.1 1.5 0.4
H 1.2 -0.7 0.3
H -0.6 -1.6 -1.1


2.
Here is a structure of composition C21H17ClIrN5O4Se from the Open Molecules 2025 dataset. Energies are from ωB97M-V with the def2-TZVPD basis set.

As for the charge: +3. Its total energy is -4350.1218 Ha. The calculation puts the molecular weight at 710.03 g mol⁻¹. As for the HOMO-LUMO gap (spin up / spin down): 6.28 / 4.69 eV. Its strongest force on any atom is 0.4 eV Å⁻¹. The value obtained for the energy above the lowest of the compared OMol25 structures with the same formula, charge and spin is 0.0 kcal per mole. Its expectation value of S² is 0.78. The HOMO energy (spin up / spin down) is -17.63 / -17.63 eV. Its spin multiplicity is 2.

Cartesian coordinates (Å):
Ir -0.6526 1.4093 0.4960
O -3.3548 -3.3258 2.4305
C -2.6715 -2.7358 3.4030
O -2.6913 -3.1076 4.5333
C -1.8879 -1.4958 3.0374
C -1.1305 -0.7284 3.9477
Cl -0.9729 -0.9881 5.5877
N -0.5458 0.3045 3.2665
N -0.9247 0.2037 1.9891
C -1.7231 -0.8458 1.8252
C -2.1903 -0.9841 0.4137
O -2.7927 -1.9155 -0.0288
O -1.8544 0.0769 -0.3698
C 0.2453 1.4585 3.6042
C 0.7249 1.6508 4.8893
C 1.4430 2.7960 5.2166
C 1.6981 3.7709 4.2728
C 1.2464 3.5901 2.9718
C 0.5340 2.4501 2.6465
H -3.2699 -2.9173 1.5534
H 0.5422 0.9176 5.6548
H 1.7975 2.9135 6.2314
H 2.2482 4.6649 4.5318
H 1.4503 4.3339 2.2139
H 0.3419 2.5264 1.5191
C 3.3891 -1.2194 -2.2420
N 1.9306 -1.3309 -2.4116
C 0.9645 -0.6665 -1.7070
Se 1.3876 0.4936 -0.3342
N -0.2430 -1.0279 -2.1905
C -0.0881 -1.9710 -3.1660
C -1.0083 -2.6796 -3.9234
C -0.4669 -3.5658 -4.8262
C 0.9602 -3.7462 -4.9832
C 1.8725 -3.0507 -4.2385
C 1.3303 -2.1569 -3.3102
H 3.6150 -0.5258 -1.4377
H 3.8297 -0.8510 -3.1660
H 3.7912 -2.1985 -1.9897
H -1.1179 -0.6867 -1.7663
H -2.0757 -2.5500 -3.8108
H -1.1230 -4.1569 -5.4526
H 1.3019 -4.4606 -5.7212
H 2.9376 -3.1901 -4.3590
C -1.2220 4.6046 -2.8014
C -0.9600 3.5673 -1.8230
N -0.7495 2.7492 -1.0492
H -1.0804 5.5803 -2.3349
H -2.2509 4.5172 -3.1520
H -0.5343 4.4995 -3.6403

Cartesian forces, eV/Å:
Ir 0.0 0.0 0.0
O 0.1 -0.1 0.0
C -0.3 0.2 0.1
O 0.1 -0.1 0.0
C 0.1 -0.1 0.0
C 0.0 0.0 0.0
Cl 0.0 0.0 0.0
N 0.0 0.0 0.0
N 0.0 -0.1 0.0
C 0.0 0.0 0.0
C -0.1 0.2 0.1
O 0.0 -0.1 0.0
O 0.0 -0.1 0.0
C 0.0 0.0 0.0
C 0.0 0.0 0.0
C 0.0 0.0 0.0
C 0.0 0.0 0.0
C 0.0 0.0 0.0
C 0.0 -0.1 0.0
H 0.0 0.0 0.0
H 0.0 0.0 0.0
H 0.0 0.0 0.0
H 0.0 0.0 0.0
H 0.0 0.0 0.0
H 0.0 0.1 -0.1
C 0.0 0.0 0.0
N 0.0 -0.1 0.1
C 0.0 0.1 -0.1
Se 0.0 0.0 0.1
N 0.0 -0.1 0.1
C 0.0 0.0 0.0
C 0.0 0.0 0.0
C 0.0 0.0 0.0
C 0.0 0.0 0.0
C 0.0 0.0 0.0
C 0.0 0.0 0.0
H 0.0 0.0 0.0
H 0.0 0.0 0.0
H 0.0 0.0 0.0
H 0.0 0.0 -0.1
H 0.0 0.0 0.0
H 0.0 0.0 0.0
H 0.0 0.0 0.0
H 0.0 0.0 0.0
C 0.0 0.0 0.0
C 0.1 0.0 0.0
N -0.1 0.0 0.0
H 0.0 0.0 0.0
H 0.0 0.0 0.0
H 0.0 0.0 0.0


3.
Here is a structure of composition C21H17Co2N2O7 in a non-equilibrium geometry from the Open Molecules 2025 dataset. Energies are from ωB97M-V with the def2-TZVPD basis set.

As for the charge: -1. Its total energy is -4212.1111 Ha. The calculation puts the molecular weight at 527.24 g mol⁻¹. As for the HOMO-LUMO gap: 6.20 eV. Its strongest force on any atom is 5.6 eV Å⁻¹. The value obtained for the energy above the lowest of the compared OMol25 structures with the same formula, charge and spin is 0.0 kcal per mole. The HOMO energy is -4.00 eV. Its spin multiplicity is 1.

Cartesian coordinates (Å):
C -2.6478 -1.4842 0.8473
C -3.2635 -0.7293 -0.2608
N -2.6502 0.1844 -0.9726
C -3.7415 0.9923 -1.6212
C -5.0147 0.1428 -1.5515
N -4.6409 -0.8755 -0.5629
C -5.3457 -2.0708 -0.3517
C -6.6969 -2.1828 -0.9947
O -4.8826 -2.9786 0.3375
H -3.0837 -2.4851 0.8984
H -1.5629 -1.5257 0.7078
H -2.8372 -0.9481 1.7898
H -3.8852 1.9071 -1.0126
H -3.5358 1.2933 -2.6568
H -5.8874 0.7230 -1.2305
H -5.2493 -0.3247 -2.5170
H -6.9599 -1.3744 -1.6814
H -6.7241 -3.1375 -1.5275
H -7.4524 -2.2542 -0.2067
O 1.4724 2.4743 5.6119
C 1.9224 2.1615 4.5913
Co 2.6827 1.6194 3.1091
C 4.1880 1.0230 3.7509
O 5.1678 0.5878 4.1848
C 2.0287 0.0436 2.7301
O 1.7027 -1.0393 2.4604
C 3.2198 2.5794 1.4495
C 3.1354 1.7639 0.2977
C 4.0264 0.9965 -0.3504
C 3.8590 -0.2431 -1.0514
C 4.9289 -1.1747 -0.9774
C 4.7904 -2.4487 -1.5156
C 3.6098 -2.8223 -2.1717
C 2.6102 -1.8610 -2.3573
C 2.7231 -0.5746 -1.8197
Co 1.6384 2.6513 0.6391
C 0.5105 3.4304 1.8313
O -0.2067 3.9561 2.5634
C 0.8518 1.1401 0.2814
O 0.3937 0.0963 0.0485
C 1.5090 3.6682 -0.8468
O 1.5509 4.2344 -1.8516
H 4.0086 3.3329 1.5791
H 5.0643 1.2885 -0.1555
H 5.8562 -0.8662 -0.4787
H 5.6142 -3.1533 -1.4330
H 3.4898 -3.8323 -2.5703
H 1.7283 -2.1090 -2.9428
H 1.9850 0.2049 -2.0393

Cartesian forces, eV/Å:
C 0.7 -0.5 0.1
C 1.1 1.8 -1.6
N -2.0 -0.6 1.1
C 0.3 -0.2 0.3
C -0.1 -0.2 -0.1
N -0.8 -0.8 0.3
C 1.3 0.2 0.8
C -0.4 -0.2 -0.2
O -1.3 0.6 -0.9
H 0.4 0.4 0.2
H -0.2 0.1 0.0
H -0.1 -0.2 -0.2
H 0.3 -0.4 -0.3
H 0.3 -0.1 0.4
H 0.2 -0.2 0.0
H 0.1 0.1 0.1
H 0.1 -0.2 0.2
H 0.0 0.1 0.0
H 0.1 0.1 -0.1
O 0.2 -0.5 -0.9
C -0.4 1.3 1.8
Co -0.9 0.2 -1.2
C 1.1 0.9 -0.3
O -0.9 0.1 -0.2
C -0.8 -2.9 -1.3
O 0.4 1.6 0.7
C 4.4 0.3 0.9
C 2.9 -0.3 0.1
C 0.3 0.9 0.5
C 0.1 -0.6 -1.1
C -0.6 0.1 -0.2
C -0.1 0.1 -0.1
C 0.1 0.3 0.0
C 0.0 0.2 0.1
C 0.5 -0.3 -0.1
Co -5.5 0.4 0.7
C -0.4 0.9 0.6
O 0.7 -0.7 -0.8
C -2.4 -3.2 -0.8
O 1.1 2.2 0.5
C 1.0 0.7 -0.6
O -0.4 -0.7 1.1
H -0.3 -0.2 -0.1
H -0.1 -0.6 0.4
H -0.4 -0.2 -0.1
H -0.1 0.0 0.0
H 0.0 0.3 0.1
H 0.1 0.0 0.1
H 0.2 -0.5 0.2


4.
Here is a structure of composition C21H17IN5O7P2W in a non-equilibrium geometry from the Open Molecules 2025 dataset. Energies are from ωB97M-V with the def2-TZVPD basis set.

As for the charge: +1. Its total energy is -2658.6101 Ha. The calculation puts the molecular weight at 824.09 g mol⁻¹. As for the HOMO-LUMO gap (spin up / spin down): 7.21 / 7.39 eV. Its strongest force on any atom is 1.6 eV Å⁻¹. The value obtained for the energy above the lowest of the compared OMol25 structures with the same formula, charge and spin is 18.2 kcal per mole. Its expectation value of S² is 2.02. The HOMO energy (spin up / spin down) is -10.83 / -11.42 eV. Its spin multiplicity is 3.

Cartesian coordinates (Å):
W -0.1845 0.0686 -0.8479
C -4.0269 -2.1245 -0.4290
C -3.1146 -1.0922 -0.7157
N -1.8880 -1.0905 -0.2426
C -1.4859 -2.1101 0.5841
C -2.3164 -3.1883 0.8868
C -3.6222 -3.1738 0.3422
C -1.8149 -4.2056 1.7412
C -0.5622 -4.0907 2.2623
C 0.2514 -2.9575 1.9929
C -0.2061 -1.9660 1.1793
N 0.4271 -0.7394 0.8503
C 0.9123 0.1626 1.8251
C 1.6399 -0.1188 2.9442
C 2.0168 0.9230 3.8306
C 1.6478 2.2158 3.6081
C 0.8616 2.5331 2.4718
C 0.3529 3.8263 2.1941
C -0.4614 4.0231 1.1204
C -0.7565 2.9333 0.2768
N -0.2701 1.7293 0.4897
C 0.5210 1.5072 1.5895
H -5.0228 -2.0739 -0.8447
H -3.3815 -0.2699 -1.3635
H -4.2970 -3.9953 0.5521
H -2.4373 -5.0606 1.9705
H -0.1723 -4.8668 2.9069
H 1.2369 -2.9032 2.4304
H 1.9489 -1.1289 3.1642
H 2.6069 0.6749 4.7025
H 1.9316 3.0036 4.2937
H 0.6078 4.6498 2.8509
H -0.8798 4.9915 0.8883
H -1.3751 3.0582 -0.6003
O -1.6780 1.6247 -4.4585
P -0.7787 1.5602 -3.1790
O 0.0031 2.7852 -2.9723
O -1.6114 1.0706 -1.9529
O 0.2455 0.2958 -3.3765
P 0.0882 -1.3705 -3.3593
O -1.5041 -1.5098 -3.5181
O 0.8268 -2.0290 -4.4220
O 0.4675 -1.6085 -1.8749
H -2.2893 0.8790 -4.5600
H -1.6932 -2.2254 -4.1466
I 6.0587 0.4595 -0.8413
C 4.0837 0.9514 -1.0763
C 3.5546 2.1747 -1.4420
N 2.2221 2.0601 -1.4375
N 1.8583 0.8003 -1.1327
C 2.9775 0.1170 -0.9103
H 4.0337 3.1014 -1.7108
H 1.5150 2.6424 -1.8995
H 2.9325 -0.9236 -0.6343

Cartesian forces, eV/Å:
W 1.3 -0.9 0.3
C 0.1 0.2 -0.1
C -0.3 -0.2 -0.1
N -0.1 -0.2 0.0
C -0.1 0.3 0.1
C -0.1 -0.2 0.1
C 0.0 -0.2 0.1
C -0.1 0.0 -0.1
C 0.2 0.1 0.0
C 0.0 -0.3 0.1
C -0.1 0.3 0.0
N -0.2 0.1 0.0
C -0.2 -0.1 -0.1
C 0.2 0.1 0.2
C 0.0 -0.2 -0.1
C 0.0 0.1 -0.1
C 0.1 0.2 0.2
C 0.2 0.0 0.2
C -0.1 -0.2 -0.3
C 0.0 0.4 0.1
N 0.0 0.2 0.2
C -0.1 -0.1 0.1
H 0.0 0.0 0.0
H 0.0 0.0 0.0
H 0.0 0.0 0.0
H 0.0 0.0 0.0
H 0.0 0.0 0.0
H 0.0 0.0 0.0
H 0.0 0.0 0.0
H 0.0 0.0 0.0
H 0.0 0.0 0.0
H 0.0 0.0 0.0
H 0.0 0.0 0.0
H 0.0 0.0 0.0
O -0.2 -0.1 0.1
P 0.0 -0.1 -0.3
O 0.1 -0.1 0.0
O 0.2 0.2 -0.3
O -0.5 0.0 0.3
P 0.6 0.1 -0.3
O 0.0 -0.1 0.0
O 0.0 0.1 0.1
O -0.8 0.2 -0.4
H 0.1 0.1 0.0
H 0.0 0.1 0.1
I 0.1 0.0 0.0
C -0.1 0.0 -0.1
C 0.1 0.1 0.0
N -0.1 -0.1 -0.2
N -0.2 0.0 0.0
C 0.1 0.0 0.1
H 0.0 0.0 0.0
H 0.0 0.1 0.0
H 0.0 0.0 0.0


5.
Here is a structure of composition C21H18AuN5S from the Open Molecules 2025 dataset. Energies are from ωB97M-V with the def2-TZVPD basis set.

As for the charge: +1. Its total energy is -1618.3845 Ha. The calculation puts the molecular weight at 569.44 g mol⁻¹. As for the HOMO-LUMO gap (spin up / spin down): 5.79 / 5.72 eV. Its strongest force on any atom is 0.5 eV Å⁻¹. The value obtained for the energy above the lowest of the compared OMol25 structures with the same formula, charge and spin is 8.9 kcal per mole. Its expectation value of S² is 0.75. The HOMO energy (spin up / spin down) is -10.08 / -9.97 eV. Its spin multiplicity is 2.

Cartesian coordinates (Å):
Au -2.2813 0.0827 0.6625
C 2.0503 -4.4771 -2.5521
C 1.4787 -3.3232 -1.7776
C 1.8630 -2.0073 -2.0470
C 1.2792 -0.9429 -1.3973
C 0.3053 -1.1224 -0.4018
N -0.2994 -0.0165 0.1901
C 0.4678 1.1253 0.4564
C 1.6651 1.0238 1.1723
C 2.4257 2.1331 1.4773
C 2.0083 3.4178 1.1262
C 2.7994 4.6332 1.5213
C 0.8178 3.5348 0.4289
C 0.0812 2.4094 0.0691
N -1.0720 2.6265 -0.7546
C -1.2169 3.5676 -1.7081
C -2.4841 3.4527 -2.2319
C -3.0605 2.3926 -1.5314
N -2.1991 1.9018 -0.6473
C -0.0260 -2.4427 -0.0983
C 0.5230 -3.5158 -0.7978
N -0.9138 -2.7725 0.9815
C -0.8529 -3.8679 1.7602
C -1.9504 -3.8644 2.5938
C -2.6327 -2.6951 2.2666
N -2.0035 -2.0461 1.2904
H 3.1219 -4.3529 -2.7070
H 1.5825 -4.5580 -3.5346
H 1.8941 -5.4206 -2.0306
H 2.6141 -1.8116 -2.8026
H 1.5732 0.0685 -1.6470
H 1.9940 0.0381 1.4771
H 3.3520 2.0029 2.0234
H 3.8670 4.4170 1.5258
H 2.5257 4.9741 2.5211
H 2.6268 5.4585 0.8314
H 0.4486 4.5159 0.1575
H -0.4018 4.2237 -1.9574
H -2.9181 4.0402 -3.0203
H -4.0342 1.9446 -1.6419
H 0.1869 -4.5200 -0.5729
H -0.0358 -4.5617 1.6714
H -2.2013 -4.5930 3.3428
H -3.5292 -2.2829 2.6989
S -5.3146 0.8229 2.2037
C -4.1238 0.3870 1.4093

Cartesian forces, eV/Å:
Au -0.2 -0.1 -0.2
C 0.0 0.0 0.0
C 0.0 0.0 0.0
C 0.0 0.0 0.0
C 0.0 0.0 0.0
C 0.0 0.1 -0.1
N 0.2 -0.1 0.1
C 0.0 0.0 -0.1
C 0.0 0.0 0.0
C 0.0 0.0 0.0
C 0.0 0.0 0.0
C 0.0 0.0 0.0
C 0.1 -0.1 0.0
C -0.2 0.2 -0.1
N 0.1 -0.2 0.1
C 0.0 0.0 -0.1
C 0.0 0.0 0.0
C 0.0 -0.1 0.0
N 0.0 0.2 0.1
C -0.2 -0.2 0.2
C 0.1 0.1 -0.1
N 0.1 0.3 -0.2
C 0.0 -0.1 0.0
C 0.1 0.1 0.0
C 0.0 0.0 0.0
N -0.2 -0.2 0.0
H 0.0 0.0 0.0
H 0.0 0.0 0.0
H 0.0 0.0 0.0
H 0.0 0.0 0.0
H 0.0 0.0 0.0
H 0.0 0.0 0.0
H 0.0 0.0 0.0
H 0.0 0.0 0.0
H 0.0 0.0 0.0
H 0.0 0.0 0.0
H 0.0 0.0 0.0
H 0.0 0.0 0.0
H 0.0 0.0 0.0
H 0.0 0.0 0.0
H 0.0 0.0 0.0
H 0.0 0.0 0.0
H 0.0 0.0 0.0
H 0.0 0.0 0.0
S -0.4 0.0 0.0
C 0.5 0.0 0.0